Record 1
{"formula": "C3HBrN2O", "method": "ωB97M-V with the def2-TZVPD basis set", "de_lowest_kcal_mol": 42.4, "homo_energy_ev": [-8.31, -8.31], "gap_ev": [7.096, 7.103], "symbols": ["C", "C", "C", "N", "N", "O", "Br", "H"], "positions_angstrom": [[-0.3606, -0.3263, 0.0011], [-1.6129, -0.7109, -0.0119], [0.7664, -1.2878, 0.0321], [-0.7104, -3.1386, -0.0414], [0.3400, -2.6702, 0.0069], [1.9296, -1.0267, 0.0685], [-3.2831, -0.0374, 0.0117], [0.0478, 0.6783, -0.0038]], "forces_ev_per_a": [[-0.79, 0.48, 0.00], [1.32, -2.20, 0.01], [1.24, 2.36, -0.02], [0.50, 2.51, 0.12], [-1.27, -3.26, -0.11], [-0.72, -0.35, 0.00], [-0.18, 0.42, -0.03], [-0.09, 0.04, 0.03]]}

***

Record 2
{"formula": "C3HBrO2S", "method": "ωB97M-V with the def2-TZVPD basis set", "de_lowest_kcal_mol": 0.0, "homo_energy_ev": -9.10, "smiles": "O=c1occ(Br)s1", "gap_ev": 9.603, "symbols": ["O", "C", "O", "C", "C", "Br", "S", "H"], "positions_angstrom": [[-0.1480, 2.1756, -1.5712], [-0.0716, 1.1760, -0.9051], [-0.7078, -0.0062, -1.0241], [-0.5050, -0.8566, -0.0255], [0.4921, -0.5066, 0.8031], [1.1057, -1.4357, 2.2895], [1.0052, 1.1134, 0.5565], [-1.1707, -1.6599, -0.1232]], "forces_ev_per_a": [[-0.51, -1.70, 0.08], [1.18, 2.00, 0.68], [-0.96, 2.08, -1.98], [1.78, -0.21, 1.09], [-1.13, -0.70, 0.44], [-0.04, -0.27, 0.15], [-0.04, 0.14, -0.93], [-0.29, -1.34, 0.46]]}

***

Record 3
{"formula": "C3HCl2NO", "method": "ωB97M-V with the def2-TZVPD basis set", "s_squared": 2.016, "de_lowest_kcal_mol": 122.1, "homo_energy_ev": [-5.93, -9.83], "spin_multiplicity": 3, "gap_ev": [6.702, 6.886], "symbols": ["C", "C", "C", "N", "O", "Cl", "Cl", "H"], "positions_angstrom": [[2.1177, -0.5632, 0.3511], [1.0400, -1.0855, 0.4763], [-1.6675, 0.9804, -0.0118], [-1.3536, 0.6881, -1.0892], [-1.2897, 0.1515, -2.1613], [-0.3364, -1.9123, 0.4406], [-1.4766, 1.8057, 1.3332], [2.9662, -0.0647, 0.6612]], "forces_ev_per_a": [[-1.61, -0.58, 0.60], [1.34, 0.38, -0.52], [-5.73, -2.52, 3.88], [4.63, 1.77, -4.19], [-0.59, -1.47, -1.94], [-1.02, -0.70, 0.08], [1.61, 2.40, 2.17], [1.37, 0.73, -0.08]]}

***

Record 4
{"formula": "C3HCl2NOS", "method": "ωB97M-V with the def2-TZVPD basis set", "de_lowest_kcal_mol": 40.6, "homo_energy_ev": -9.44, "gap_ev": 8.111, "symbols": ["C", "C", "C", "N", "O", "S", "Cl", "Cl", "H"], "positions_angstrom": [[-1.3668, 0.2448, -0.4370], [-0.0304, 0.5551, -0.8700], [1.0078, -0.3727, 0.5837], [-1.5869, -0.5429, 0.5604], [0.5242, 1.1061, -1.7525], [-0.3842, -0.9680, 1.5622], [1.9368, 0.9149, 1.3237], [2.1265, -1.4964, -0.1157], [-2.2271, 0.5590, -0.8547]], "forces_ev_per_a": [[1.00, -1.83, 1.73], [2.55, -1.08, 1.51], [-1.57, 1.80, -1.68], [-0.02, 1.25, -0.35], [-0.68, -0.38, 0.73], [1.50, -0.80, -0.02], [-0.10, 0.33, 0.37], [-0.23, -0.60, -0.17], [-2.46, 1.31, -2.12]]}

***

Record 5
{"formula": "C3HCl2NS", "method": "ωB97M-V with the def2-TZVPD basis set", "de_lowest_kcal_mol": 28.2, "homo_energy_ev": -9.44, "gap_ev": 8.484, "symbols": ["C", "C", "C", "N", "S", "Cl", "Cl", "H"], "positions_angstrom": [[-0.9021, 0.0231, 1.1907], [1.1337, -0.4786, -0.4040], [-0.6890, 0.2175, -0.1744], [-1.0306, -0.1382, 2.3064], [1.2182, -2.0137, -0.5917], [2.1832, 0.7165, -0.6442], [-0.6246, 1.9263, -0.6862], [-1.2887, -0.2529, -0.9966]], "forces_ev_per_a": [[-0.58, -0.02, -0.57], [-4.70, 0.65, -0.11], [3.13, 0.16, -3.28], [-0.18, -0.28, 1.87], [0.35, -1.77, 0.12], [1.72, 1.64, -0.02], [-0.31, -0.17, 0.47], [0.57, -0.21, 1.51]]}

***

Record 6
{"formula": "C3HCl4N", "method": "ωB97M-V with the def2-TZVPD basis set", "de_lowest_kcal_mol": 35.0, "homo_energy_ev": -10.26, "gap_ev": 9.370, "symbols": ["C", "C", "C", "N", "Cl", "Cl", "Cl", "Cl", "H"], "positions_angstrom": [[0.6356, 0.8014, -1.2773], [-0.8999, -0.7471, 0.6166], [0.8179, 0.4623, 0.0848], [0.6270, 0.7766, -2.4274], [-0.6410, -2.3460, 0.1531], [-2.2559, 0.0329, -0.3537], [2.3052, -0.3130, 0.4616], [0.6435, 1.9446, 1.1106], [-1.2326, -0.6118, 1.6317]], "forces_ev_per_a": [[0.31, -1.01, -1.10], [0.39, 2.71, -2.26], [-2.58, -0.11, 2.82], [-0.26, 0.45, 0.06], [0.41, -0.54, -0.03], [1.17, -0.50, 0.65], [-0.03, -0.50, -0.20], [-0.19, -0.68, -0.41], [0.77, 0.17, 0.46]]}

***

Record 7
{"formula": "C3HClNO3", "method": "ωB97M-V with the def2-TZVPD basis set", "de_lowest_kcal_mol": 90.4, "homo_energy_ev": -3.42, "charge": -1, "gap_ev": 7.153, "symbols": ["C", "C", "C", "N", "O", "O", "O", "Cl", "H"], "positions_angstrom": [[1.2611, 0.4106, 0.1112], [0.1226, 0.8769, 0.6877], [0.0234, -1.1744, -1.0285], [-1.1569, 0.1254, 0.4634], [-0.0378, 1.7187, 1.5565], [0.1518, -1.9380, -1.9413], [-1.0814, -1.0266, -0.3212], [2.4278, 1.2207, -0.7561], [-1.7108, -0.2134, 1.2283]], "forces_ev_per_a": [[-1.86, -3.97, -2.04], [-1.92, -0.94, 1.24], [2.50, 2.68, 0.82], [0.96, 0.68, -0.97], [-0.01, 1.64, 0.73], [-0.06, 0.07, 0.54], [-0.78, -1.31, -0.77], [0.70, 0.69, -0.50], [0.47, 0.46, 0.96]]}

***

Record 8
{"formula": "C3HClO", "method": "ωB97M-V with the def2-TZVPD basis set", "de_lowest_kcal_mol": 100.9, "homo_energy_ev": [-9.03, -9.44], "gap_ev": [7.496, 8.579], "symbols": ["C", "C", "C", "O", "Cl", "H"], "positions_angstrom": [[0.7787, 0.7699, -0.0624], [-0.9336, -0.5462, -1.7043], [-0.0010, 0.5690, -1.0319], [-1.0711, 0.7949, -1.8518], [-2.1988, -1.5675, -1.2551], [1.3100, 1.7317, 0.2459]], "forces_ev_per_a": [[0.74, 2.98, -0.44], [2.09, 0.96, 0.09], [-0.41, -2.80, 0.70], [-1.39, 0.52, -0.56], [-0.45, 0.27, 0.19], [-0.59, -1.92, 0.03]]}